This record from the Open Molecules 2025 dataset describes a structure of composition C21H15I2N3O3PdS. The level of theory is wB97M-V/def2-TZVPD.

Geometry as ORCA input:
```
! RIJCOSX wB97M-V def2-TZVPD def2/J DEFGRID3
* xyz 0 3
Pd 1.2159 0.6135 0.3578
C -5.9373 -2.9186 -1.8033
C -4.4901 -2.5201 -1.9061
C -4.0454 -1.2972 -1.4084
C -2.7157 -0.9257 -1.5133
C -1.8107 -1.7845 -2.1204
C -2.2317 -3.0054 -2.6218
C -3.5665 -3.3657 -2.5125
S -0.1080 -1.2917 -2.2528
O -0.0829 -0.0291 -2.9370
O 0.5938 -2.4164 -2.8220
N 0.3391 -1.0006 -0.7412
C 0.6041 -1.9895 0.1642
C 0.3652 -3.3710 0.0618
C 0.6847 -4.1715 1.1340
C 1.2385 -3.6223 2.2902
C 1.4537 -2.2611 2.3060
N 1.1501 -1.4644 1.2835
H -6.5003 -2.2091 -1.1981
H -6.0422 -3.9069 -1.3535
H -6.4005 -2.9585 -2.7911
H -4.7527 -0.6281 -0.9324
H -2.3722 0.0257 -1.1274
H -1.5104 -3.6575 -3.0963
H -3.8961 -4.3208 -2.9054
H -0.0401 -3.7839 -0.8484
H 0.5055 -5.2379 1.0731
H 1.4983 -4.2316 3.1434
H 1.8891 -1.7786 3.1745
I 0.9378 5.1626 -2.7197
C 1.7814 4.8745 -0.8725
C 2.4276 5.9067 -0.2101
C 3.0003 5.7149 1.0336
I 3.9390 7.3340 1.9274
C 2.9517 4.4356 1.6920
C 3.5109 4.1636 2.9508
C 3.4034 2.9019 3.4814
C 2.7385 1.9157 2.7522
N 2.2048 2.1488 1.5654
C 2.3042 3.3780 1.0388
C 1.6829 3.5563 -0.2876
O 1.1183 2.6169 -0.8479
H 2.4852 6.8808 -0.6755
H 4.0221 4.9455 3.4954
H 3.8246 2.6652 4.4477
H 2.6324 0.9076 3.1315
*
```

## Properties
HOMO (alpha / beta) = -0.2743 / -0.2780 hartree
Calculated total energy = -2320.66248 Ha
Molecular weight = 749.66 u
LUMO level (alpha / beta) = -1.017 / -3.025 eV
Energy relative to the best compared isomer or geometry (same formula, charge and spin) = 0.5 kcal per mole
Frontier orbital gap (alpha / beta) = 6.45 / 4.54 eV

This record from the Open Molecules 2025 dataset describes a structure of composition C13H8ClNO4Re in a non-equilibrium geometry. The level of theory is wB97M-V/def2-TZVPD.

Geometry as ORCA input:
```
! RIJCOSX wB97M-V def2-TZVPD def2/J DEFGRID3
* xyz 2 4
Re 0.0861 1.3888 0.8044
O -1.0017 2.0983 4.6086
C -0.7951 1.5323 3.6042
O -0.2929 2.1603 2.4514
C -0.9937 0.0885 3.2627
C -1.4849 -0.8145 4.1745
C -1.6399 -2.1378 3.7654
C -1.2974 -2.4889 2.4694
C -0.8081 -1.5219 1.6070
N -0.6562 -0.2483 1.9951
H -1.7357 -0.4783 5.1716
H -2.0241 -2.8793 4.4531
H -1.4052 -3.5051 2.1182
H -0.5283 -1.7486 0.5897
Cl 1.9349 0.2414 -6.1596
C 1.4361 0.2453 -4.5260
C 0.9624 -0.9471 -3.9455
C 0.5399 -1.0244 -2.6261
C 0.5835 0.1165 -1.8446
O 0.1890 0.0752 -0.5697
C 1.0628 1.3508 -2.4107
C 1.1366 2.5264 -1.6873
O 0.7753 2.6131 -0.4372
C 1.4895 1.3864 -3.7728
H 0.9293 -1.8384 -4.5601
H 0.1857 -1.9633 -2.2268
H 1.5014 3.4585 -2.1123
H 1.8505 2.3142 -4.1964
*
```

## Properties
HOMO (alpha / beta) = -0.5773 / -0.5837 hartree
Calculated total energy = -1393.72993 Ha
Molecular weight = 463.87 u
LUMO level (alpha / beta) = -10.085 / -10.187 eV
Energy relative to the best compared isomer or geometry (same formula, charge and spin) = 0.0 kcal per mole
Frontier orbital gap (alpha / beta) = 5.62 / 5.70 eV

This record from the Open Molecules 2025 dataset describes a cluster of 3 separate species, C2H6IO3P in total in a non-equilibrium geometry. The level of theory is wB97M-V/def2-TZVPD.

Geometry as ORCA input:
```
! RIJCOSX wB97M-V def2-TZVPD def2/J DEFGRID3
* xyz 0 1
C -0.8792 -0.0044 -2.7129
O -0.7250 0.5549 -1.4134
P -0.6081 -0.2871 0.0246
O -0.5364 0.6562 1.1153
H -1.8965 -0.1645 -2.9473
H -0.3470 -0.9806 -2.6882
H -0.6525 0.8251 -3.5344
C 3.2872 -0.7229 2.5776
O 2.9929 -0.7865 1.3999
H 4.2296 -0.8599 3.1148
H 2.4386 -0.6857 3.2548
I -4.1657 0.7404 0.7113
H -3.1378 1.7149 1.0980
*
```

## Properties
HOMO = -0.3630 hartree
Calculated total energy = -944.52581 Ha
Molecular weight = 235.95 u
LUMO level = 0.106 eV
Energy relative to the best compared isomer or geometry (same formula, charge and spin) = 58.2 kcal per mole
Frontier orbital gap = 9.98 eV